This record from the Open Molecules 2025 dataset describes a structure of composition C3H12BF4LiO3 at a distorted geometry. The level of theory is ωB97M-V/def2-TZVPD.

```
24
Properties=species:S:1:pos:R:3:forces:R:3:mulliken_charge:R:1
F -18.437750 -35.221740 -26.892494 0.49 -0.97 0.50 -0.436
F -18.354018 -37.597408 -27.060347 1.40 -1.34 0.18 -0.316
F -19.734383 -36.292854 -28.371475 0.11 -0.69 0.34 -0.446
F -20.081084 -36.541914 -26.176980 -2.86 -0.39 3.10 -0.255
O -20.435314 -35.781156 -22.888257 5.90 4.21 -3.45 -0.462
O -22.776565 -37.769673 -24.521756 -0.77 -2.73 -0.36 -0.408
O -22.700656 -34.590086 -25.254247 6.95 -2.40 -0.34 -0.486
C -20.999573 -35.767688 -21.695915 -3.58 -1.54 5.43 -0.624
C -24.002254 -37.765232 -23.701163 0.24 1.93 0.16 -0.598
C -22.738525 -34.712319 -26.647542 1.85 2.57 -2.65 -0.673
B -19.087124 -36.495683 -27.087258 0.19 3.52 -3.40 0.346
Li -21.389824 -36.181413 -24.676056 0.24 -0.05 -0.41 1.017
H -23.717483 -34.905462 -26.739993 -3.84 -0.01 -1.94 0.440
H -24.563368 -38.641149 -23.954662 -0.80 -0.12 -0.49 0.367
H -22.279379 -33.885337 -27.378629 -1.34 -0.72 2.34 0.199
H -23.467139 -34.259662 -24.978909 -4.66 2.13 1.69 0.248
H -22.300279 -35.504023 -27.187452 1.37 -1.89 0.88 0.275
H -22.121286 -35.472140 -21.699834 1.83 0.56 0.06 0.207
H -22.691793 -38.759744 -24.849464 0.10 3.28 0.84 0.295
H -21.116661 -36.817150 -21.513791 -0.37 -1.05 0.81 0.269
H -23.699333 -37.984416 -22.628829 -0.49 1.11 -1.03 0.260
H -24.652808 -36.711726 -23.921116 1.99 -3.12 0.89 0.154
H -20.462873 -35.477814 -20.686996 -0.65 0.37 -2.48 0.301
H -19.583918 -35.098420 -22.865748 -3.32 -2.64 -0.67 0.328
```
Positions in Å, forces in eV/Å.

Summary:
**Frontier orbital gap**: 10.037 eV
**Energy above the lowest of the compared OMol25 structures with the same formula, charge and spin**: 207.9 kJ/mol
**Highest occupied orbital energy**: -10.357 eV
**Molecular weight**: 189.87 g/mol
**Maximum force**: 8.03 eV/A